Entry 1:
The following is a quantum chemistry calculation of a 2-piece molecular cluster, C2H4ClOP overall in a non-equilibrium geometry, from the Open Molecules 2025 dataset.

LUMO	-1.300	eV
energy relative to the best compared isomer or geometry (same formula, charge and spin)	61.8	kJ/mol
strongest force on any atom	1.83	eV/Å
HOMO-LUMO gap	8.7715	eV
structure (SMILES)	O=PCl.C=C

XYZ file:
```
9
C2H4ClOP (wB97M-V/def2-TZVPD)
O 0.4891 -1.8696 -1.9371
P 0.9808 -3.1149 -1.3576
Cl -0.5699 -3.7726 -0.1186
C 0.8771 0.1200 0.6017
C -0.4122 -0.1363 0.5278
H 1.2135 1.0119 1.1492
H 1.4830 -0.5235 0.0270
H -0.8010 -1.0559 -0.0064
H -1.1445 0.5187 1.0582
```

***

Entry 2:
The following is a quantum chemistry calculation of the molecule C2H4ClOP in a non-equilibrium geometry, from the Open Molecules 2025 dataset.

LUMO	0.093	eV
energy relative to the best compared isomer or geometry (same formula, charge and spin)	193.5	kJ/mol
strongest force on any atom	4.14	eV/Å
HOMO-LUMO gap	8.8208	eV

XYZ file:
```
9
C2H4ClOP (wB97M-V/def2-TZVPD)
C 1.1870 -0.8026 0.0905
C -1.7126 0.5479 0.1840
O 0.7081 1.9132 -0.1085
P -0.0069 0.6267 -0.0320
Cl -2.7139 -0.8120 -0.0614
H 1.0785 -1.4928 -0.7681
H 2.1332 -0.3631 -0.2660
H 1.3566 -1.0552 1.1770
H -2.0301 1.4379 -0.2155
```

***

Entry 3:
The following is a quantum chemistry calculation of a 2-piece molecular cluster, C2H4ClP overall in a non-equilibrium geometry, from the Open Molecules 2025 dataset.

LUMO (spin up / spin down)	-1.332 / -1.362	eV
energy relative to the best compared isomer or geometry (same formula, charge and spin)	250.6	kJ/mol
strongest force on any atom	2.52	eV/Å
HOMO-LUMO gap (spin up / spin down)	7.0445 / 7.0028	eV

XYZ file:
```
8
C2H4ClP (wB97M-V/def2-TZVPD)
C -0.7565 -1.1894 0.0853
C 0.4905 -0.8875 -0.2155
P -0.0833 3.0710 0.9223
Cl 1.2451 3.2796 -0.5073
H -1.5420 -0.5147 0.5801
H -1.1384 -2.1762 -0.0991
H 1.1158 -1.7468 -0.3548
H 0.6687 0.1640 -0.4111
```

***

Entry 4:
The following is a quantum chemistry calculation of an isolated ion of composition C2H4F2N and charge +1 in a non-equilibrium geometry, from the Open Molecules 2025 dataset.

total charge	+1
LUMO	-4.794	eV
energy relative to the best compared isomer or geometry (same formula, charge and spin)	91.7	kJ/mol
strongest force on any atom	4.85	eV/Å
HOMO-LUMO gap	14.7024	eV
structure (SMILES)	F[N+]1(F)CC1

XYZ file:
```
9
C2H4F2N (wB97M-V/def2-TZVPD)
F 1.5534 -1.0196 0.0197
N 0.6656 0.0052 0.0255
F 1.5378 1.0041 0.0552
C -0.4839 -0.0118 -0.7426
C -0.4753 0.0246 0.8128
H -0.5811 -0.9028 -1.3576
H -0.7926 0.7832 -1.4961
H -0.6883 0.9691 1.2015
H -0.7357 -0.8520 1.4816
```